Record 1
DFT (the ωB97M-V functional and the def2-TZVPD basis) results for a 3-piece molecular cluster, C7H18B4FN3O10 overall.

Output
- LUMO (hartree) = -0.0133
- highest occupied orbital energy (eV) = -9.70
- charge = 0
- molecular weight (g mol⁻¹) = 366.48
- orbital gap (eV) = 9.34
- max |F| (eV Å⁻¹) = 4.02

Each line ends with the natural charge from an NBO analysis.
Geometry (Å):
C1 -0.8958 -3.4843 -1.2110  -0.675
C2 -1.1654 -2.3558 -0.1066  0.241
F1 -2.5327 -2.4237 0.3380  -0.388
C3 -0.1156 -2.6558 1.0984  -0.837
B1 0.3762 -1.2620 1.7526  1.171
O1 -0.0050 -0.9136 3.0985  -0.901
B2 0.4675 0.3876 3.4960  1.174
C4 0.4461 0.6934 5.1147  -0.866
C5 -0.8263 1.6622 5.3434  0.807
O2 -0.5959 2.8778 5.3638  -0.550
O3 -2.1081 1.0742 5.4707  -0.702
O4 0.9089 1.4311 2.6181  -0.874
B3 0.6433 0.9557 1.2839  0.888
B4 -0.2628 1.7299 0.1268  0.779
N1 -1.7727 1.8688 0.2549  -1.137
O5 0.4072 2.2362 -1.0370  -0.886
O6 1.1870 -0.3618 0.9380  -0.894
H1 -0.6834 -4.4631 -0.6677  0.209
H2 0.0914 -3.1920 -1.7333  0.249
H3 -1.7413 -3.6211 -1.9555  0.219
H4 -0.9673 -1.2952 -0.5020  0.155
H5 0.8171 -3.1478 0.6414  0.266
H6 -0.5987 -3.3212 1.8978  0.251
H7 1.4147 1.1966 5.4657  0.269
H8 0.3359 -0.2815 5.7000  0.233
H9 -2.0556 0.2544 6.0042  0.493
H10 -2.0668 2.8308 0.0361  0.391
H11 -2.1372 1.2609 -0.4960  0.383
H12 -0.2335 2.5266 -1.7227  0.493
C6 3.8753 -2.7915 -2.6968  -0.483
N2 2.6079 -3.2548 -2.0752  0.539
O7 1.6080 -3.2616 -2.7753  -0.368
O8 2.6605 -3.5950 -0.9076  -0.370
H13 3.6795 -2.5223 -3.7325  0.232
H14 4.2212 -1.9272 -2.1317  0.242
H15 4.5883 -3.6127 -2.6395  0.238
C7 -1.1826 4.5016 -4.8519  -0.486
N3 -1.6034 4.2629 -3.4470  0.534
O9 -1.6728 5.2283 -2.7116  -0.346
O10 -1.8500 3.1079 -3.1331  -0.410
H16 -0.9983 5.5652 -4.9864  0.235
H17 -0.2735 3.9271 -5.0243  0.239
H18 -1.9916 4.1650 -5.4986  0.240

***

Record 2
DFT (the ωB97M-V functional and the def2-TZVPD basis) results for C51H49F6N5O2P2S3Sn as an isolated structure.

Output
- LUMO (hartree) = 0.1312
- highest occupied orbital energy (eV) = -1.28
- charge = -2
- molecular weight (g mol⁻¹) = 1154.83
- orbital gap (eV) = 4.84
- max |F| (eV Å⁻¹) = 1.47

Each line ends with the Mulliken charge.
Geometry (Å):
Sn1 0.5297 0.9770 -0.2510  1.960
S1 -2.5635 1.5308 -1.0912  -0.620
P1 -2.2929 -0.2295 -1.9811  0.671
C1 -0.6983 -0.8380 -1.8457  -0.008
P2 -0.2318 -2.1878 -2.8126  1.287
S2 1.6093 -2.1740 -3.5310  -0.524
C2 -0.3123 -3.7455 -1.8103  -0.613
C3 -0.6362 -3.6709 -0.4612  0.840
C4 -0.6153 -4.8063 0.3391  -1.217
C5 -0.2564 -6.0301 -0.2061  -0.722
C6 0.0882 -6.1099 -1.5516  -0.751
C7 0.0707 -4.9738 -2.3458  -0.386
C8 -1.2912 -2.6379 -4.2581  0.203
C9 -1.1106 -1.8459 -5.3941  -0.688
C10 -1.8844 -2.0396 -6.5240  -0.634
C11 -2.8513 -3.0377 -6.5380  -0.498
C12 -3.0025 -3.8635 -5.4365  -0.806
C13 -2.2250 -3.6673 -4.3006  -0.174
C14 -3.6868 -1.2847 -1.3231  0.053
C15 -4.8394 -0.7097 -0.7866  -0.771
C16 -5.8425 -1.5043 -0.2501  -0.544
C17 -5.7036 -2.8872 -0.2226  -0.860
C18 -4.5523 -3.4696 -0.7336  -0.348
C19 -3.5562 -2.6679 -1.2770  -0.044
C20 -2.9434 0.1025 -3.6756  0.177
C21 -4.1187 -0.4063 -4.2106  -0.401
C22 -4.5871 0.0680 -5.4309  -0.732
C23 -3.8927 1.0547 -6.1105  -0.535
C24 -2.7001 1.5493 -5.5917  -0.528
C25 -2.2266 1.0693 -4.3845  -0.660
H1 -0.8985 -2.6977 -0.0558  0.516
H2 -0.8717 -4.7296 1.3906  0.481
H3 -0.2342 -6.9200 0.4135  0.356
H4 0.3734 -7.0637 -1.9823  0.363
H5 0.3810 -5.0205 -3.3831  0.461
H6 -0.3376 -1.0879 -5.3703  0.343
H7 -1.7442 -1.4042 -7.3901  0.406
H8 -3.4815 -3.1698 -7.4106  0.345
H9 -3.7332 -4.6650 -5.4579  0.379
H10 -2.3473 -4.3306 -3.4528  0.228
H11 -4.9378 0.3674 -0.8013  0.895
H12 -6.7365 -1.0414 0.1552  0.311
H13 -6.4974 -3.5046 0.1847  0.373
H14 -4.4308 -4.5470 -0.7048  0.419
H15 -2.6581 -3.1117 -1.6770  -0.682
H16 -4.6803 -1.1612 -3.6740  0.490
H17 -5.5058 -0.3296 -5.8487  0.382
H18 -4.2796 1.4434 -7.0465  0.334
H19 -2.1536 2.3185 -6.1252  0.409
H20 -1.3097 1.4485 -3.9461  0.503
C26 2.7724 -2.9103 0.5976  -0.679
C27 3.8545 -2.8517 -0.2712  -0.731
C28 4.0547 -1.7137 -1.0216  -0.929
C29 3.1352 -0.6642 -0.9496  0.600
N1 2.0914 -0.7494 -0.1196  0.774
C30 1.9299 -1.8184 0.6505  -0.252
C31 3.2162 0.5480 -1.7804  1.027
C32 4.3806 0.8740 -2.4748  -0.690
C33 4.4293 2.0006 -3.2757  -0.932
C34 3.3002 2.7969 -3.4045  -0.650
C35 2.1536 2.4856 -2.6882  -0.668
C36 2.0824 1.3753 -1.8508  0.091
H21 2.5657 -3.7925 1.1874  0.477
H22 4.5225 -3.6985 -0.3726  0.350
H23 4.8842 -1.6575 -1.7102  0.357
H24 1.0873 -1.7880 1.3311  0.038
H25 5.2691 0.2609 -2.3713  0.294
H26 5.3462 2.2630 -3.7916  0.346
H27 3.3256 3.6695 -4.0496  0.372
H28 1.2900 3.1396 -2.7655  0.387
N2 -1.8211 2.8079 3.4258  -0.656
N3 -1.0992 2.0362 2.4186  0.292
H29 -1.1880 3.5588 3.6803  0.272
H30 -2.5925 3.2614 2.9496  0.178
H31 -1.7577 1.7274 1.7140  -0.338
H32 -0.7353 1.2116 2.8827  0.084
C37 2.4577 3.2032 3.1795  -2.016
C38 2.5431 3.0304 1.6472  1.573
O1 2.1626 1.8080 1.2358  -0.637
C39 4.0375 3.2273 1.2287  0.417
F1 4.7442 2.1139 1.4914  -0.290
F2 4.1878 3.4982 -0.0798  -0.250
F3 4.6890 4.2308 1.9015  -0.335
C40 1.7529 4.2316 1.0259  0.267
F4 1.4409 4.0732 -0.2675  -0.141
F5 2.4651 5.4033 1.1030  -0.344
F6 0.5999 4.4865 1.6774  -0.258
H33 3.1639 2.5139 3.6413  0.455
H34 1.4468 2.9299 3.4733  0.241
H35 2.6857 4.2242 3.4915  0.336
C41 -5.9609 -3.5246 4.5159  -1.431
C42 -4.5470 -3.2617 4.0090  -0.239
C43 -4.5500 -2.2561 2.8540  -0.023
N4 -3.2067 -1.8031 2.5028  0.583
C44 -2.3706 -1.1839 3.3685  0.047
S3 -0.7428 -1.5446 3.3613  -0.384
N5 -2.8700 -0.3216 4.3089  0.319
C45 -4.0677 0.3758 4.5602  0.041
O2 -4.3021 0.6137 5.7278  -0.696
C46 -4.9397 0.8884 3.4763  -0.228
C47 -6.0988 1.5572 3.8835  -0.846
C48 -6.9105 2.1919 2.9640  -0.742
C49 -6.5638 2.1976 1.6181  -0.759
C50 -5.4173 1.5382 1.1994  -1.159
C51 -4.6227 0.8716 2.1163  2.013
H36 -5.9611 -4.2765 5.3059  0.420
H37 -6.6050 -3.8788 3.7079  0.315
H38 -6.3945 -2.6066 4.9176  0.326
H39 -4.0781 -4.1938 3.6840  0.441
H40 -3.9391 -2.8581 4.8223  0.293
H41 -5.1641 -1.3997 3.1270  -0.087
H42 -4.9786 -2.7011 1.9574  -0.096
H43 -2.7018 -2.3935 1.8574  -0.511
H44 -2.2026 -0.1473 5.0458  0.281
H45 -6.3280 1.5810 4.9404  0.514
H46 -7.8019 2.7083 3.2994  0.363
H47 -7.1792 2.7254 0.9001  0.427
H48 -5.1096 1.5622 0.1600  0.296
H49 -3.7508 0.3482 1.7550  0.644

***

Record 3
DFT (the ωB97M-V functional and the def2-TZVPD basis) results for a 2-piece molecular cluster, C6H10O overall.

Output
- LUMO (hartree) = 0.0283
- highest occupied orbital energy (eV) = -8.68
- charge = 0
- molecular weight (g mol⁻¹) = 98.14
- orbital gap (eV) = 9.45
- max |F| (eV Å⁻¹) = 0.59

Each line ends with the natural charge from an NBO analysis.
Geometry (Å):
C1 0.6354 1.0515 -2.0756  -0.721
C2 1.0325 0.0305 -1.0521  0.444
C3 -0.5885 1.2349 0.9227  -0.414
C4 -1.2762 0.1270 1.2197  -0.195
C5 -0.7614 -1.2082 1.5548  -0.265
C6 0.5075 -1.6105 1.4615  -0.297
O1 0.6919 -1.1266 -1.0938  -0.529
H1 0.5956 2.0669 -1.6734  0.223
H2 -0.3133 0.7755 -2.5403  0.238
H3 1.4264 1.0158 -2.8340  0.239
H4 1.7618 0.3813 -0.2880  0.097
H5 -1.0943 2.1069 0.5182  0.203
H6 0.4822 1.3320 1.0792  0.187
H7 -2.3587 0.1722 1.1087  0.203
H8 -1.5222 -1.9628 1.7421  0.204
H9 1.3383 -0.9320 1.2938  0.178
H10 0.7670 -2.6636 1.4993  0.205

***

Record 4
DFT (the ωB97M-V functional and the def2-TZVPD basis) results for C4H7NO2 as an isolated structure.

Output
- LUMO (hartree) = -0.0004
- highest occupied orbital energy (eV) = -9.49
- charge = 0
- molecular weight (g mol⁻¹) = 101.10
- orbital gap (eV) = 9.48
- max |F| (eV Å⁻¹) = 0.62

Each line ends with the natural charge from an NBO analysis.
Geometry (Å):
C1 1.1857 0.7930 -0.9680  -0.631
C2 -0.2270 0.4005 -0.5569  0.053
C3 -0.2164 -1.0195 0.0073  -0.123
N1 -0.2247 -0.9431 1.4157  -0.699
C4 -0.5564 0.3666 1.7189  0.830
O1 -0.7357 0.8671 2.7942  -0.579
O2 -0.6695 1.1505 0.5515  -0.515
H1 1.8886 0.5851 -0.1541  0.228
H2 1.2081 1.8656 -1.1757  0.239
H3 1.4996 0.2481 -1.8656  0.214
H4 -0.9303 0.5332 -1.3853  0.199
H5 0.4211 -1.7837 -0.4441  0.242
H6 -1.3994 -1.5505 -0.4698  0.111
H7 -1.2979 -1.5020 0.4842  0.431